(1)
# C26H76B2N4O8Zn

A molecular structure, C26H76B2N4O8Zn (ωB97M-V/def2-TZVPD, the OMol25 dataset).

XYZ file:
```
117
Properties=species:S:1:pos:R:3:forces:R:3:lowdin_charge:R:1
Zn 2.3952 2.4754 -2.0546 -0.771 -0.746 -0.547 1.229
B 3.3806 0.3106 -4.3802 -1.041 1.117 2.355 -0.371
H 3.7661 -0.1098 -3.4643 1.672 -1.998 3.667 -0.095
H 2.3036 0.3161 -4.3142 -4.586 -0.177 -0.130 -0.096
H 3.7770 1.3104 -4.4670 2.002 4.579 -0.977 -0.103
H 3.7219 -0.3228 -5.1843 1.356 -2.130 -3.441 -0.028
B -0.2601 1.8555 0.1622 -0.349 0.370 -1.286 -0.352
H -0.4307 1.5237 1.1746 0.382 -1.434 4.129 -0.044
H -1.2208 2.0445 -0.2913 -3.198 0.930 -2.359 -0.070
H 0.3390 2.7505 0.2289 2.418 4.617 0.649 -0.101
H 0.2943 1.0907 -0.3593 2.148 -4.074 -2.349 -0.098
C -1.9053 -5.7001 -4.5487 -0.226 0.589 -0.294 -0.124
O -3.0183 -6.5688 -4.6982 -0.006 -0.266 1.224 -0.194
C -3.7224 -6.9136 -3.4730 -0.297 0.077 -1.115 -0.190
C -4.9753 -7.7309 -3.8605 0.937 -0.157 -0.468 -0.215
N -4.7602 -9.0487 -4.4046 1.134 -1.492 0.318 -0.087
C -5.9103 -9.9487 -4.2995 0.735 0.173 -0.325 -0.195
C -5.7419 -11.2790 -5.0685 -0.104 0.762 0.260 -0.236
O -5.9822 -11.0247 -6.4176 -0.547 0.075 -2.325 -0.206
C -5.7277 -12.1672 -7.2601 0.434 0.032 1.100 -0.089
H -1.0298 -6.0377 -3.9941 -0.173 -0.821 0.194 0.081
H -2.1755 -4.7570 -4.0738 -0.360 0.162 0.096 0.080
H -1.5567 -5.4499 -5.5507 -0.103 -0.133 -0.045 0.084
H -4.1367 -6.0428 -2.9649 0.132 0.633 -0.232 0.109
H -3.0621 -7.3571 -2.7277 0.130 -0.593 -0.248 0.119
H -5.4759 -7.1983 -4.6691 -0.524 0.905 0.518 0.121
H -5.5654 -7.8344 -2.9499 -0.309 0.163 -0.138 0.118
H -4.3901 -9.0344 -5.3442 -0.097 0.221 -0.029 0.111
H -6.7729 -9.4240 -4.7100 -0.641 -0.268 0.098 0.114
H -6.0273 -10.1258 -3.2304 -0.388 -0.251 -0.017 0.114
H -6.4875 -12.0133 -4.7632 0.084 -0.187 0.602 0.118
H -4.7276 -11.6669 -4.9752 0.164 -0.178 0.465 0.120
H -6.2539 -13.0505 -6.8983 0.007 -0.147 0.434 0.079
H -4.6518 -12.3319 -7.2012 0.125 -0.410 -0.232 0.084
H -6.0246 -12.1277 -8.3081 -0.104 1.115 0.161 0.084
C 2.1725 9.7057 3.6107 0.023 -0.734 0.146 -0.101
O 1.9709 8.3024 3.7182 0.504 0.047 -0.515 -0.220
C 0.7340 7.8984 4.2637 0.254 -0.841 -0.590 -0.214
C 0.8775 6.4307 4.7809 -0.079 1.456 0.163 -0.198
N 1.9628 6.4265 5.7540 0.099 -1.205 0.642 -0.061
C 2.3843 5.0760 6.2119 0.299 -0.205 0.145 -0.196
C 1.4005 4.2135 6.9699 -1.117 -0.882 -0.058 -0.215
O 1.5400 2.8353 6.5960 0.219 -0.398 -0.524 -0.207
C 0.7263 1.8807 7.2898 0.424 1.440 0.751 -0.098
H 2.1787 10.1062 4.6244 0.212 0.426 -0.030 0.088
H 1.4311 10.2346 3.0118 -0.427 -0.176 -0.028 0.081
H 3.1199 9.8334 3.0869 0.104 0.075 0.360 0.086
H 0.0034 7.9063 3.4548 -0.408 0.051 -0.010 0.115
H 0.4398 8.6315 5.0148 -0.166 -0.330 0.465 0.117
H 1.0330 5.7205 3.9688 0.145 0.065 -0.435 0.119
H -0.0868 6.1639 5.2135 0.066 -0.020 0.333 0.109
H 2.7985 6.6616 5.2379 -0.046 0.895 -0.109 0.094
H 3.2079 5.1892 6.9168 0.350 0.373 -0.389 0.114
H 2.7480 4.5070 5.3564 0.004 -0.363 -0.097 0.118
H 0.3836 4.5250 6.7311 -0.298 0.116 0.197 0.111
H 1.5656 4.2810 8.0452 -0.150 0.212 0.182 0.118
H -0.3398 2.0810 7.1822 -0.155 -0.165 -0.544 0.082
H 0.8972 2.0095 8.3586 0.169 -0.157 0.351 0.075
H 1.0057 0.8576 7.0381 -0.018 0.312 -0.418 0.083
C 2.4140 7.8543 -3.3485 -0.046 1.976 -0.696 -0.085
C 1.8218 6.5335 -3.0061 0.100 0.078 -1.228 -0.429
C 1.1301 5.9445 -4.2176 -0.726 -1.925 -0.199 -0.174
O 0.5510 4.6520 -3.8758 0.827 0.487 0.558 -0.249
C -0.6103 4.3345 -4.6231 0.835 -0.377 -0.296 -0.096
N 2.9786 5.7331 -2.6019 0.008 -1.150 1.112 0.048
H 1.7092 8.5382 -3.8213 -0.309 0.238 0.440 0.088
H 3.2116 7.8445 -4.0913 0.146 -0.690 -0.138 0.088
H 2.8788 8.3162 -2.4775 -0.305 0.197 0.127 0.089
H 1.0742 6.6537 -2.2220 0.274 -0.349 0.285 0.155
H 1.8189 5.7803 -5.0464 0.393 0.064 -0.044 0.134
H 0.3141 6.5293 -4.6422 0.052 0.608 0.421 0.122
H -1.3089 5.1638 -4.5116 -0.470 -0.383 -0.154 0.092
H -0.9538 3.3474 -4.3137 -0.379 0.386 0.580 0.095
H -0.3382 4.1422 -5.6609 -0.070 0.524 -0.393 0.089
H 3.7469 5.9317 -3.2267 -0.071 -0.462 -0.948 0.078
H 3.3619 6.2396 -1.8167 -0.145 -0.355 0.973 0.076
C 1.9073 -4.1622 2.1631 0.815 0.758 1.596 -0.033
C 2.0710 -3.5379 3.6204 -1.317 -1.151 -0.357 -0.436
C 3.1254 -4.2363 4.5377 -0.966 0.736 -1.151 -0.190
O 2.8306 -5.6253 4.7047 -0.244 0.790 0.458 -0.170
C 1.6368 -5.8323 5.4672 -0.041 -0.674 0.521 -0.121
N 2.2372 -2.0959 3.5714 0.944 0.135 -0.308 0.021
H 1.6365 -5.2176 2.1959 0.095 0.064 0.172 0.068
H 2.8575 -4.0423 1.6428 -0.088 -0.036 -0.257 0.072
H 1.1152 -3.6185 1.6482 0.096 0.041 -0.079 0.068
H 1.0787 -3.6549 4.0561 -0.156 -0.795 0.418 0.110
H 3.2197 -3.7420 5.5046 -0.482 0.095 0.314 0.113
H 4.0827 -4.0041 4.0712 0.305 -1.011 -0.194 0.122
H 1.3999 -5.1203 6.2577 0.473 0.829 -0.264 0.085
H 1.7296 -6.7379 6.0668 0.383 -0.381 -0.417 0.081
H 0.7222 -5.9466 4.8854 0.170 0.123 -0.473 0.082
H 2.1839 -1.7513 4.5193 0.024 0.253 0.117 0.063
H 1.4373 -1.7190 3.0833 0.003 0.262 -0.120 0.069
C 7.7586 1.9904 -0.7704 -0.064 -0.620 0.184 -0.047
C 7.0093 1.4388 0.4398 -0.659 0.947 0.069 -0.475
C 7.3843 2.1773 1.6803 0.137 0.332 2.229 -0.089
O 5.5842 1.6775 0.3556 -0.044 -0.257 -1.114 -0.084
H 7.3600 1.7160 -1.7470 -0.249 -0.190 0.173 0.078
H 8.7333 1.5111 -0.6792 0.296 0.351 -0.260 0.082
H 7.8658 3.0747 -0.7381 -0.014 -0.040 0.142 0.078
H 7.2057 0.3765 0.5851 -0.059 -0.138 -0.307 0.138
H 7.1435 3.2404 1.6706 0.370 0.139 -0.658 0.086
H 8.3567 2.0189 2.1466 0.440 0.051 -0.670 0.084
H 6.7364 1.8695 2.5010 -0.298 -0.479 0.036 0.075
H 5.1623 1.1569 1.0430 -0.047 -0.052 0.097 0.083
C -8.1393 -0.6417 -0.3149 -0.215 0.304 0.218 -0.064
C -6.8936 0.2709 -0.4777 -1.858 0.010 -0.581 -0.501
C -7.2805 1.7754 -0.4106 0.341 -1.073 0.150 -0.054
O -5.9215 -0.0901 0.4571 0.214 -0.248 0.492 -0.036
H -8.7043 -0.4606 0.5995 0.365 0.010 0.378 0.074
H -7.9286 -1.7087 -0.3875 0.399 0.081 0.173 0.073
H -8.8942 -0.4639 -1.0809 0.264 0.315 -0.383 0.070
H -6.5714 0.0397 -1.4930 0.465 0.202 -0.212 0.125
H -7.6425 2.0437 0.5819 -0.056 -0.128 0.048 0.076
H -8.0714 1.9539 -1.1391 0.150 0.270 -0.065 0.073
H -6.3891 2.3718 -0.6049 -0.131 0.179 -0.213 0.070
H -5.0748 0.2786 0.1947 0.084 0.081 0.001 0.093
```
Forces are in eV/Å.

**Maximum force**: 0.102 hartree/bohr
**E**: -100287.8077 eV

=====

(2)
# C3H7P

C3H7P in the gas phase (ωB97M-V/def2-TZVPD, the OMol25 dataset).

XYZ file:
```
11
Properties=species:S:1:pos:R:3:forces:R:3:lowdin_charge:R:1
C -0.0861 -1.1186 -0.8277 -1.788 3.784 -1.398 -0.430
C 0.3304 -0.3326 0.4048 0.892 -1.537 0.076 -0.606
C 0.3997 1.1993 0.4175 0.883 -1.018 -3.056 -0.138
P -1.3474 -1.1674 0.4765 0.510 -1.033 1.568 0.848
H -0.5626 -0.4724 -1.6823 1.664 -1.456 1.228 0.097
H 0.4387 -1.9961 -1.0606 0.439 -1.022 -0.430 0.036
H 1.1420 -0.8917 0.9291 -0.662 0.783 -0.222 0.097
H 0.1278 1.5677 -0.6617 0.154 -0.439 2.098 0.109
H 1.4587 1.4484 0.5313 -0.216 0.368 0.251 0.064
H -0.2150 1.6273 1.1670 -0.433 0.594 0.612 0.042
H -1.6861 0.1361 0.3060 -1.444 0.976 -0.727 -0.119
```
Forces are in eV/Å.

**Maximum force**: 0.086 hartree/bohr
**Energy relative to the best compared isomer or geometry (same formula, charge and spin)**: 15.38 kcal/mol